The following is a quantum chemistry calculation of a structure of composition C26H35F6N4OsP, from OMol25.

Last column: Löwdin spin population.
Geometry (Å):
Os1 0.63267 -0.15525 0.19969  -0.01
C1 -1.82253 -1.15546 -2.80117  0.00
C2 -2.54298 0.16862 -3.01153  0.03
C3 -4.05233 0.05392 -2.65382  0.03
C4 -2.02811 1.41222 -2.34820  0.17
C5 -2.33144 2.62467 -3.08961  0.24
C6 -1.99622 3.88497 -2.64548  0.01
C7 -1.40085 3.99024 -1.41257  0.22
C8 -1.10884 2.82974 -0.59920  0.19
C9 -0.56390 3.10791 0.76747  0.03
C10 0.84726 3.72424 0.67475  0.02
C11 -1.50329 4.05891 1.53862  0.02
C12 -1.39094 1.55071 -1.11311  0.01
N1 -1.11212 0.40576 -0.27865  0.00
C13 -2.19521 -0.13558 0.43321  0.00
C14 -1.86656 -1.16796 1.21232  0.00
C15 -2.53048 -2.07844 2.12804  0.00
C16 -1.57049 -2.86079 2.65459  0.00
C17 -0.28821 -2.45153 2.11061  0.00
N2 -0.49740 -1.46463 1.21885  0.00
C18 1.01605 -3.04858 2.50621  0.00
C19 1.08179 -3.07562 4.04918  0.00
C20 0.99797 -4.50603 1.97961  0.00
C21 2.23458 -2.30589 1.96472  0.00
H1 -2.33364 -1.91478 -3.39277  0.00
H2 -1.83667 -1.49649 -1.76757  0.00
H3 -0.79329 -1.10586 -3.15765  0.00
H4 -2.50599 0.38451 -4.08417  0.01
H5 -4.17440 -0.38020 -1.66111  0.00
H6 -4.53172 -0.60496 -3.37595  0.00
H7 -4.57400 1.01097 -2.67997  0.00
H8 -2.85107 2.50432 -4.03320  0.01
H9 -2.22505 4.75921 -3.23915  0.00
H10 -1.14967 4.96141 -1.00699  0.01
H11 -0.51313 2.17281 1.33571  0.00
H12 0.85826 4.61214 0.04199  0.00
H13 1.58534 3.02140 0.29422  0.00
H14 1.15714 4.03231 1.67365  0.00
H15 -1.42830 5.08407 1.17756  0.00
H16 -1.19820 4.06376 2.58466  0.00
H17 -2.54562 3.74390 1.49111  0.00
H18 -3.18454 0.28437 0.32102  0.00
H19 -3.59006 -2.10033 2.33197  0.00
H20 -1.69578 -3.64807 3.37936  0.00
H21 0.31805 -3.71869 4.48243  0.00
H22 0.98774 -2.07600 4.47517  0.00
H23 2.05332 -3.47542 4.33924  0.00
H24 0.16327 -5.07796 2.38172  0.00
H25 1.92073 -4.98946 2.30033  0.00
H26 0.95744 -4.54853 0.88955  0.00
H27 2.30644 -1.28846 2.35339  0.00
H28 2.27317 -2.30055 0.86982  0.00
H29 3.13797 -2.82170 2.28995  0.00
N3 2.01699 1.00229 -2.21978  0.00
C22 1.82352 -0.32942 -2.43772  0.00
C23 2.17353 -0.94704 -3.64183  0.00
C24 2.03076 -2.30480 -3.77602  0.00
C25 1.51896 -3.06875 -2.71311  0.00
C26 1.13622 -2.42767 -1.57901  0.00
N4 1.25357 -1.06614 -1.43975  0.00
H30 2.52727 1.49452 -2.94206  0.00
H31 2.33015 1.28784 -1.30098  0.00
H32 2.60737 -0.34837 -4.43180  0.00
H33 2.33229 -2.78842 -4.69642  0.00
H34 1.41023 -4.14087 -2.78911  0.00
H35 0.68568 -2.94637 -0.74712  0.00
F1 2.16952 0.64035 0.86668  0.00
P1 3.58381 2.25074 3.30709  0.00
F2 3.09051 3.73511 3.51763  0.00
F3 2.11342 1.75483 3.50255  0.00
F4 4.54252 2.36132 4.49326  0.00
F5 4.03258 2.60426 1.86430  0.00
F6 4.02495 0.74274 3.06434  0.00

Values from the calculation:
Charge: +3
HOMO energy (spin up / spin down), Ha: -0.662 / -0.662
2S+1: 2
E_LUMO (spin up / spin down), eV: -11.38 / -12.56
DFT total energy, eV: -61527.7860
Gap between HOMO and LUMO (spin up / spin down), eV: 6.6 / 5.5

The following is a quantum chemistry calculation of a cluster of 7 separate species, C43H68F18N2O14 in total in a non-equilibrium geometry, from OMol25.

Last column: Mulliken charge in e.
Geometry (Å):
C1 2.06257 -0.02204 4.37568  -0.41
O1 3.47767 0.08900 4.44144  -0.46
C2 4.10928 0.03527 3.17015  0.40
C3 5.36507 0.89817 3.20313  -0.90
C4 5.15193 2.39272 2.81166  -0.89
C5 3.68967 2.82906 2.67518  -0.89
C6 3.13607 2.60234 1.23951  1.80
C7 2.43311 3.82923 0.61901  -1.54
C8 0.95677 3.51356 0.28872  -0.25
C9 0.77668 2.87006 -1.09020  -1.44
C10 1.17012 1.38521 -1.18869  -0.44
C11 0.46807 0.45810 -0.19681  1.49
C12 1.35331 -0.80501 -0.06231  0.10
C13 0.36058 -1.83125 0.42041  -0.52
O2 0.47394 -2.69002 1.28501  -0.69
N1 -0.77985 -1.59460 -0.35501  -0.07
C14 -0.93029 -0.13818 -0.59190  0.69
C15 -2.02537 0.31458 0.37810  -1.28
C16 -2.50979 1.76698 0.17075  0.36
C17 -3.99088 1.89082 0.59124  -0.69
C18 -4.28544 2.99622 1.61770  -0.63
C19 -5.29338 2.56771 2.69849  -0.35
N2 -6.60786 3.24754 2.63592  -0.59
H1 1.68617 -0.46864 5.29350  0.35
H2 1.76513 -0.68612 3.55910  0.21
H3 1.64753 0.97828 4.24516  0.16
H4 4.41803 -1.00465 3.00208  0.50
H5 3.43397 0.28769 2.35306  -0.53
H6 5.73779 0.86055 4.22428  0.36
H7 6.09853 0.44342 2.53801  0.33
H8 5.62125 3.00493 3.58327  0.40
H9 5.70670 2.59516 1.89622  0.37
H10 3.66458 3.90806 2.83509  0.61
H11 3.05466 2.37781 3.43175  0.09
H12 3.97809 2.32800 0.60578  0.19
H13 2.43778 1.76838 1.27364  -1.36
H14 2.90964 4.12587 -0.31633  0.31
H15 2.47021 4.68682 1.28925  0.56
H16 0.56023 2.87735 1.08074  0.01
H17 0.37263 4.43600 0.30839  0.52
H18 -0.25087 3.03446 -1.42566  0.31
H19 1.40153 3.42273 -1.79723  0.68
H20 2.23335 1.33968 -0.98784  -0.79
H21 0.98696 1.07342 -2.21770  0.73
H22 0.38066 0.81169 0.83014  -0.29
H23 1.85062 -1.11847 -0.97454  0.31
H24 2.13269 -0.71624 0.69670  -0.11
H25 -1.54296 -2.01353 0.16788  0.00
H26 -1.13592 0.11273 -1.63300  0.36
H27 -2.88440 -0.34226 0.23661  0.75
H28 -1.62463 0.21923 1.38790  0.08
H29 -2.37730 2.07064 -0.86740  0.29
H30 -1.88440 2.40740 0.79379  -0.24
H31 -4.35766 0.94278 0.98145  0.49
H32 -4.55531 2.05610 -0.32846  -0.15
H33 -3.37188 3.27608 2.14156  0.24
H34 -4.63891 3.87960 1.08432  0.56
H35 -5.48830 1.49927 2.61109  0.12
H36 -4.85632 2.77191 3.67293  0.31
H37 -6.57312 3.99190 1.95112  0.23
H38 -6.81114 3.70738 3.51269  0.26
C20 8.31484 -1.14981 -2.00174  -0.84
C21 7.14667 -1.99046 -2.46472  -0.35
O3 5.88027 -1.35098 -2.19122  -0.26
C22 5.53867 -0.36097 -2.99558  -0.09
O4 6.15359 0.05823 -3.92908  -0.55
C23 4.16579 0.18624 -2.57453  1.37
F1 4.11731 0.43029 -1.25527  -0.28
F2 3.19633 -0.69266 -2.86329  -0.29
F3 3.87746 1.32047 -3.20130  -0.28
H39 8.21394 -0.90995 -0.94190  0.29
H40 9.24646 -1.68381 -2.15871  0.21
H41 8.36488 -0.20812 -2.54691  0.34
H42 7.11904 -2.92938 -1.91685  0.34
H43 7.21585 -2.23070 -3.52514  0.33
C24 -3.32136 -1.55926 -5.43362  -1.36
C25 -2.59143 -0.43994 -4.72956  0.48
O5 -3.37900 0.76899 -4.66077  -0.36
C26 -4.35684 0.76508 -3.77369  0.49
O6 -4.66042 -0.12971 -3.04195  -0.53
C27 -5.05697 2.13233 -3.75940  0.82
F4 -5.38984 2.55063 -4.98330  -0.27
F5 -4.26042 3.06349 -3.21525  -0.25
F6 -6.17232 2.09874 -3.03688  -0.23
H44 -3.63384 -1.24623 -6.43195  0.39
H45 -2.67537 -2.42745 -5.52446  0.40
H46 -4.21636 -1.84682 -4.89279  0.31
H47 -1.69305 -0.16760 -5.27873  0.42
H48 -2.28615 -0.73333 -3.72473  -0.26
C28 12.26404 1.15918 -5.83288  -1.08
C29 13.03006 -0.14569 -5.80820  -0.21
O7 13.23113 -0.62294 -4.46148  -0.34
C30 12.18323 -1.17623 -3.87753  0.40
O8 11.09565 -1.32955 -4.34812  -0.51
C31 12.56446 -1.64952 -2.46505  0.89
F7 13.19416 -0.69392 -1.77923  -0.27
F8 13.37562 -2.70978 -2.52723  -0.27
F9 11.47663 -1.99857 -1.78515  -0.24
H49 12.76849 1.90692 -5.22004  0.30
H50 12.18783 1.53063 -6.85390  0.37
H51 11.25724 1.03563 -5.43705  0.31
H52 14.02853 -0.00349 -6.21470  0.31
H53 12.53880 -0.91638 -6.40126  0.32
C32 -9.83230 1.29808 -0.65958  -1.15
C33 -9.08816 -0.01374 -0.52474  -0.09
O9 -8.98001 -0.42082 0.85385  -0.28
C34 -10.07167 -0.92462 1.40231  0.29
O10 -11.13279 -1.08345 0.87768  -0.52
C35 -9.77470 -1.33076 2.85666  0.90
F10 -9.16087 -0.35032 3.52130  -0.24
F11 -8.97665 -2.40825 2.88158  -0.25
F12 -10.89362 -1.63206 3.50132  -0.25
H54 -9.35314 2.06658 -0.05170  0.28
H55 -9.84549 1.62804 -1.69779  0.38
H56 -10.86242 1.20638 -0.31868  0.38
H57 -8.06577 0.10235 -0.87812  0.21
H58 -9.55106 -0.80633 -1.11214  0.32
C36 -4.61510 -1.94204 6.57877  -1.17
C37 -3.37553 -2.15307 5.73664  -0.10
O11 -2.92010 -0.92230 5.13839  -0.17
C38 -2.28372 -0.08350 5.93922  0.23
O12 -2.03832 -0.23856 7.09656  -0.52
C39 -1.85305 1.15526 5.13899  0.84
F13 -2.86233 1.65769 4.41826  -0.19
F14 -0.86465 0.85140 4.28461  -0.20
F15 -1.41168 2.11787 5.93685  -0.28
H59 -5.40254 -1.47574 5.98538  0.28
H60 -4.97688 -2.89598 6.96024  0.40
H61 -4.41215 -1.28861 7.42578  0.34
H62 -3.59634 -2.81400 4.90166  0.15
H63 -2.56599 -2.60444 6.30928  0.34
C40 -3.40730 -4.27029 1.13911  -0.70
C41 -4.58586 -4.61699 0.25497  -0.31
O13 -4.35668 -4.23463 -1.11639  -0.30
C42 -3.55218 -5.01962 -1.81468  0.21
O14 -3.00882 -6.01212 -1.43532  -0.54
C43 -3.43183 -4.48179 -3.25051  1.01
F16 -3.15916 -3.17306 -3.25718  -0.17
F17 -4.57718 -4.66500 -3.91964  -0.27
F18 -2.46822 -5.10425 -3.91760  -0.26
H64 -3.17437 -3.20797 1.05897  -0.16
H65 -3.63438 -4.50499 2.17829  0.40
H66 -2.51502 -4.82315 0.85026  0.38
H67 -5.46583 -4.05854 0.56632  0.38
H68 -4.83294 -5.67703 0.30422  0.34

Values from the calculation:
HOMO energy, Ha: -0.337
SMILES: COCCCCCCCCC[C@@H]1CC(=O)N[C@H]1CCCCCN.CCOC(=O)C(F)(F)F.CCOC(=O)C(F)(F)F.CCOC(=O)C(F)(F)F.CCOC(=O)C(F)(F)F.CCOC(=O)C(F)(F)F.CCOC(=O)C(F)(F)F
E_LUMO, eV: 0.33
DFT total energy, eV: -126255.7604
Gap between HOMO and LUMO, eV: 9.5

The following is a quantum chemistry calculation of a cluster of 2 separate species, C3H8NOS in total in a non-equilibrium geometry, from OMol25.

Last column: Löwdin spin population.
Geometry (Å):
C1 -0.01558 1.41346 -0.57388  0.07
C2 -0.28981 1.41842 0.85400  0.61
C3 -0.74985 -2.59584 -1.53280  0.10
N1 0.79732 1.45598 1.88724  0.10
O1 -0.40964 0.24502 0.15749  0.24
S1 0.65492 -1.52359 -1.61415  0.81
H1 -0.76283 1.79765 -1.25924  0.00
H2 0.99951 1.36772 -0.95968  0.00
H3 -0.95302 -2.97667 -2.53338  0.03
H4 -1.60390 -2.02079 -1.17869  0.01
H5 -0.54844 -3.42082 -0.85456  0.00
H6 1.59683 2.04041 1.60256  0.01
H7 1.12411 0.49685 2.08138  0.00
H8 0.39775 1.84656 2.75113  0.01

Values from the calculation:
Charge: +1
HOMO energy (spin up / spin down), Ha: -0.448 / -0.433
2S+1: 3
E_LUMO (spin up / spin down), eV: -3.94 / -6.25
DFT total energy, eV: -17601.3907
Gap between HOMO and LUMO (spin up / spin down), eV: 8.3 / 5.5

The following is a quantum chemistry calculation of a structure of composition C21H20ClN2O7PPd, from OMol25.

Last column: Mulliken charge in e.
Geometry (Å):
Pd1 -1.05337 1.16750 0.10946  0.19
O1 -2.10929 -3.73686 4.09655  -0.84
C1 -1.56528 -3.03141 3.22259  0.27
O2 -1.94492 -1.93651 2.74697  -0.46
C2 -0.29087 -3.59222 2.57304  -0.01
C3 0.00488 -4.93768 2.77945  -0.62
C4 1.07979 -5.54471 2.15342  -0.41
C5 1.87891 -4.79178 1.30343  -0.74
C6 1.60735 -3.44527 1.11435  0.03
C7 0.53490 -2.81040 1.75148  0.29
P1 0.17817 -0.98376 1.52372  -0.14
C8 -0.91446 -1.06369 0.04688  0.00
C9 -0.49031 -1.64539 -1.17299  -0.04
C10 -1.35119 -1.78998 -2.23441  -0.68
C11 -2.67854 -1.34626 -2.13115  -0.46
C12 -3.12350 -0.79263 -0.95583  -0.69
C13 -2.26509 -0.65092 0.15771  -0.34
C14 1.80682 -0.51275 0.76369  0.82
C15 1.97615 0.24208 -0.39604  -0.24
C16 3.22261 0.74395 -0.76026  -0.84
C17 4.33620 0.50217 0.02704  -0.45
C18 4.18609 -0.23814 1.19722  -0.66
C19 2.94223 -0.72365 1.55929  -0.37
H1 -0.65742 -5.48068 3.44207  0.45
H2 1.28795 -6.59749 2.31538  0.35
H3 2.71677 -5.24731 0.78534  0.36
H4 2.25371 -2.87884 0.45549  0.34
H5 0.53225 -1.99541 -1.26087  0.33
H6 -1.00128 -2.24369 -3.15524  0.35
H7 -3.34757 -1.43579 -2.97915  0.34
H8 -4.15211 -0.46312 -0.86288  0.41
H9 -2.68672 -0.45313 1.13648  0.55
H10 1.11253 0.44818 -1.02334  0.30
H11 3.31300 1.33379 -1.66555  0.36
H12 5.30699 0.89270 -0.25668  0.35
H13 5.04135 -0.42665 1.83695  0.36
H14 2.83950 -1.27932 2.48582  0.42
O3 -0.86968 5.29021 1.49925  -0.74
Cl1 -0.85041 3.87791 1.19888  1.73
O4 -2.20819 3.39900 1.04734  -0.63
O5 -0.17081 3.15003 2.22150  -0.62
O6 -0.17881 3.67757 -0.08117  -0.64
C20 -0.46987 5.40393 -2.58393  -0.89
N1 -0.77703 4.10996 -3.16797  -0.19
C21 -1.76853 3.28523 -2.66808  0.45
N2 -2.71383 3.90009 -1.86206  -0.52
O7 -1.84185 2.11370 -2.98569  -0.59
H15 0.34469 5.85338 -3.15187  0.34
H16 -0.17423 5.33704 -1.53372  0.30
H17 -1.33410 6.06349 -2.67643  0.30
H18 0.01757 3.55129 -3.43612  0.24
H19 -2.31692 4.55050 -1.19606  0.25
H20 -3.21420 3.18176 -1.35333  0.34

Values from the calculation:
Charge: -2
HOMO energy, Ha: -0.053
E_LUMO, eV: 4.75
DFT total energy, eV: -64700.6660
Gap between HOMO and LUMO, eV: 6.2

The following is a quantum chemistry calculation of the ion C3H11NP with charge +1 in a non-equilibrium geometry, from OMol25.

Last column: Mulliken charge in e.
Geometry (Å):
C1 -0.77538 -0.40265 0.97899  -0.99
N1 0.09940 0.07077 -0.04943  0.03
C2 1.07574 -1.04948 -0.34837  -1.01
C3 -0.61121 0.34547 -1.39871  -0.70
P1 1.34041 1.76587 0.46774  0.17
H1 -1.50837 0.43159 1.18519  0.38
H2 -1.38542 -1.33286 0.69843  0.36
H3 -0.38623 -0.79777 1.88974  0.38
H4 0.40976 -1.95417 -0.49702  0.42
H5 1.65279 -0.71596 -1.24950  0.38
H6 1.70061 -1.13037 0.58843  0.39
H7 0.10476 -0.13215 -2.15107  0.28
H8 -1.53658 -0.23287 -1.53025  0.31
H9 -0.91979 1.35923 -1.56489  0.35
H10 0.24568 2.53911 0.57346  0.10
H11 1.68044 1.54112 1.80853  0.13

Values from the calculation:
Charge: +1
HOMO energy, Ha: -0.555
SMILES: C[N+](C)(C)P
E_LUMO, eV: -5.04
DFT total energy, eV: -14059.3126
Gap between HOMO and LUMO, eV: 10.1

The following is a quantum chemistry calculation of a cluster of 2 separate species, C4H12 in total in a non-equilibrium geometry, from OMol25.

Last column: Löwdin spin population.
Geometry (Å):
C1 1.56788 -0.20806 0.71144  0.23
C2 2.42471 0.77525 1.35067  0.29
H1 2.24612 -0.81071 0.06461  0.06
H2 0.99971 -0.98289 1.28457  0.08
H3 0.76468 0.31894 0.17683  0.02
H4 3.29462 0.44674 1.93410  0.03
H5 1.90266 1.68606 1.70671  0.05
H6 3.01949 1.39307 0.57693  0.13
C3 -2.27575 -0.80970 -0.42580  0.02
C4 -1.84229 0.09404 -1.56884  0.03
H7 -3.35117 -0.94140 -0.41127  0.00
H8 -1.71084 -1.73635 -0.35291  0.00
H9 -1.97081 -0.30593 0.51778  0.01
H10 -1.50822 -0.45193 -2.45988  0.01
H11 -0.94871 0.70179 -1.31336  0.01
H12 -2.61208 0.83109 -1.79158  0.00

Values from the calculation:
Charge: +1
HOMO energy (spin up / spin down), Ha: -0.558 / -0.543
2S+1: 2
E_LUMO (spin up / spin down), eV: -3.43 / -11.33
DFT total energy, eV: -4330.6696
Gap between HOMO and LUMO (spin up / spin down), eV: 11.7 / 3.5